{
  "formula": "C5H8O2",
  "method": "the ωB97M-V functional and the def2-TZVPD basis",
  "homo_lumo_gap_ev": 10.378,
  "energy_ev": -9406.853,
  "homo_energy_ev": -9.775,
  "smiles": "C[C@@]1(O)CCC1=O",
  "de_lowest_kj_mol": 287.4,
  "elements": ["C", "C", "O", "C", "C", "C", "O", "H", "H", "H", "H", "H", "H", "H", "H"],
  "coordinates": [[-1.70, -0.66, -0.18], [-0.41, 0.10, -0.05], [-0.78, 1.70, -0.07], [0.55, 0.15, 1.11], [1.76, -0.28, 0.23], [0.80, -0.23, -0.96], [0.88, -0.46, -2.13], [-2.38, -0.41, 0.64], [-2.17, -0.40, -1.14], [-1.53, -1.74, -0.17], [-0.42, 2.14, -0.85], [0.28, 1.33, 0.98], [0.34, -0.35, 2.07], [2.61, 0.41, 0.19], [2.16, -1.30, 0.34]]
}